(1)
This record from the OMol25 dataset describes a structure of composition C18H47NO6. The level of theory is the ωB97M-V functional and the def2-TZVPD basis.

```
72
C18H47NO6 | the OMol25 dataset | the ωB97M-V functional and the def2-TZVPD basis
C 1.3519 2.2246 3.1940
O 0.0893 1.6314 2.8456
C -0.5737 2.1556 1.6709
C -1.6929 1.1551 1.2895
N -1.1462 -0.2222 1.0456
C -2.1672 -1.3135 0.8761
C -1.4339 -2.6101 1.1887
O -1.0598 -2.8602 2.5265
C 0.2828 -2.5327 2.7605
H 1.3528 3.1360 2.5961
H 2.0703 1.4261 3.0082
H 1.2392 2.4531 4.2538
H -0.0045 2.4161 0.7786
H -0.9353 3.1469 1.9440
H -2.0934 1.5147 0.3417
H -2.5452 1.2166 1.9662
H -0.4590 -0.4415 1.7525
H -2.7628 -1.3336 -0.0366
H -2.8483 -1.2201 1.7220
H -0.7076 -2.8760 0.4207
H -2.1872 -3.3782 1.0136
H 0.6482 -1.5738 2.3930
H 0.8657 -3.4489 2.6652
H 0.3317 -2.3998 3.8412
C 1.9709 -4.5815 -0.9174
C 1.4181 -3.1643 -1.1099
C -0.1187 -3.1190 -1.0402
O 1.9144 -2.1986 -0.2149
H 2.0898 -4.6081 0.1657
H 2.8775 -4.8041 -1.4801
H 1.2351 -5.3223 -1.2304
H 1.7613 -2.8824 -2.1053
H -0.5504 -3.7622 -1.8070
H -0.5199 -2.1422 -1.3102
H -0.5280 -3.4787 -0.0962
H 1.6113 -1.2943 -0.3248
C -4.9160 2.1598 -2.6363
C -3.4017 1.7937 -2.7931
C -2.7295 1.8813 -1.4349
O -3.2815 0.5156 -3.2846
H -5.2221 2.8297 -1.8328
H -5.3726 1.2188 -2.3294
H -5.3618 2.5622 -3.5459
H -2.8990 2.4967 -3.4573
H -2.7464 2.8773 -0.9923
H -1.6706 1.6489 -1.5475
H -3.1162 1.1354 -0.7406
H -3.7990 0.3807 -4.0819
C 3.0288 2.6588 0.1102
C 4.2176 2.1047 0.9479
C 4.0005 0.7473 1.4246
O 5.5313 2.1290 0.2600
H 2.9527 2.0721 -0.8053
H 3.2008 3.6886 -0.2029
H 2.0622 2.5568 0.6035
H 4.2689 2.6289 1.9022
H 4.8456 0.3606 1.9941
H 3.8137 0.0331 0.6226
H 3.2142 0.7197 2.1790
H 5.6310 1.2394 -0.0870
C -1.1491 -0.3095 -1.7510
C 0.3625 -0.1243 -1.3528
C 0.6952 1.2691 -1.0352
O 0.5676 -0.8785 -0.1924
H -1.3391 -0.0313 -2.7877
H -1.9064 0.2411 -1.1930
H -1.4837 -1.3468 -1.7619
H 1.0494 -0.4728 -2.1239
H 1.7762 1.3985 -1.0893
H 0.2092 1.7295 -0.1751
H 0.3558 1.9499 -1.8158
H -0.1650 -0.7718 0.4188
```

* frontier orbital gap: 0.2913 Ha
* HOMO energy: -7.44 eV
* relative energy (zero: lowest compared OMol25 entry of this formula, charge and spin): 316.75 kcal per mole
* molecular weight: 373.57 g/mol
* LUMO: 0.489 eV



(2)
This record from the OMol25 dataset describes a cluster of 5 separate species, C18H47NO6 in total. The level of theory is the ωB97M-V functional and the def2-TZVPD basis.

```
72
C18H47NO6 | the OMol25 dataset | the ωB97M-V functional and the def2-TZVPD basis
C 3.3422 2.0619 -0.7574
O 2.4331 2.6179 0.1664
C 2.9929 2.8709 1.4293
C 2.0090 3.6619 2.2636
N 0.7228 2.9905 2.4086
C -0.2184 3.7504 3.2275
C -1.5359 3.0060 3.2968
O -2.2668 2.9486 2.0978
C -2.8668 4.1020 1.6027
H 4.1975 2.7317 -0.8804
H 2.9621 1.9533 -1.7742
H 3.6227 1.0538 -0.4523
H 3.8292 3.5686 1.2505
H 3.3996 1.9602 1.8842
H 1.8144 4.6249 1.7800
H 2.4680 3.7192 3.2524
H 0.3160 2.6682 1.5421
H -0.3861 4.7936 2.9271
H 0.2031 3.7929 4.2339
H -2.2142 3.3843 4.0737
H -1.3003 2.0014 3.6532
H -2.1852 4.9629 1.6072
H -3.7080 4.4039 2.2455
H -3.2467 3.9313 0.5974
C -1.3340 -3.1032 1.5274
C -2.0931 -2.4894 2.6686
C -1.2731 -1.4319 3.4301
O -3.2648 -1.8809 2.1711
H -1.9689 -3.8035 0.9795
H -0.4834 -3.7245 1.8310
H -0.8958 -2.3897 0.8261
H -2.3251 -3.2015 3.4621
H -0.4088 -1.7704 4.0039
H -1.9585 -1.1228 4.2286
H -1.0432 -0.5489 2.8303
H -3.0236 -1.0867 1.6792
C -0.5775 -0.1461 -1.6263
C -0.7447 0.8513 -0.5019
C -0.6320 2.2864 -1.0319
O -2.0553 0.7933 0.1227
H -0.7219 -1.1497 -1.2280
H 0.3678 0.0680 -2.1186
H -1.4087 0.0171 -2.3164
H -0.0568 0.6919 0.3404
H -0.8631 3.0883 -0.3386
H -1.2245 2.4440 -1.9360
H 0.4022 2.2939 -1.4102
H -2.1068 1.4970 0.7834
C 2.0252 -2.4852 -0.6149
C 3.2715 -2.4546 0.2680
C 3.0685 -2.5024 1.7746
O 4.0945 -3.5457 -0.1289
H 1.4954 -1.5300 -0.5305
H 1.4023 -3.3532 -0.3915
H 2.0961 -2.5241 -1.7073
H 3.8584 -1.5470 0.0776
H 2.5863 -3.4436 2.0542
H 2.2471 -1.8266 2.0364
H 3.9794 -2.2568 2.3071
H 4.3470 -3.5783 -1.0503
C -0.6441 -2.0526 -4.5773
C -1.7225 -3.0245 -5.0419
C -2.4420 -2.6414 -6.3376
O -1.1539 -4.3342 -5.1946
H -0.4017 -2.2819 -3.5374
H -1.1135 -1.0662 -4.4764
H 0.2718 -1.7983 -5.1116
H -2.3840 -3.0345 -4.1717
H -3.5243 -2.7094 -6.2448
H -2.0208 -3.2472 -7.1403
H -2.2224 -1.6233 -6.6691
H -1.8048 -4.8813 -5.6439
```

* frontier orbital gap: 0.3539 Ha
* SMILES string: COCCNCCOC.CC(C)O.CC(C)O.CC(C)O.CC(C)O
* HOMO energy: -8.96 eV
* relative energy (zero: lowest compared OMol25 entry of this formula, charge and spin): 31.37 kcal per mole
* molecular weight: 373.57 g/mol
* LUMO: 0.676 eV



(3)
This record from the OMol25 dataset describes a cluster of 6 separate species, C18H47O5P2S in total. The level of theory is the ωB97M-V functional and the def2-TZVPD basis.

```
73
C18H47O5P2S | the OMol25 dataset | the ωB97M-V functional and the def2-TZVPD basis
C 4.0735 -2.9958 4.8146
C 2.9752 -2.6338 4.1618
C 1.5164 -2.1337 3.6370
P 0.2956 -2.1911 5.1310
P -0.7665 -4.1010 5.0542
S -0.8050 -4.8320 6.8519
H 4.7777 -3.3723 5.6594
H 1.1682 -2.8206 2.7726
H 1.5396 -1.0224 3.2885
H 1.1458 -2.2467 6.3101
H -0.5866 -1.0507 5.1371
H -2.1337 -3.9317 4.6326
H -0.0950 -5.0247 4.1538
C 0.7577 -4.6974 -1.3519
C 0.1908 -3.8512 -0.2235
C -0.4076 -2.5563 -0.7489
O 1.2291 -3.5492 0.7103
H 1.5591 -4.1651 -1.8748
H 1.1952 -5.6196 -0.9584
H -0.0177 -4.9593 -2.0763
H -0.5754 -4.4196 0.3130
H 0.3527 -1.9490 -1.2505
H -0.8007 -1.9522 0.0749
H -1.2179 -2.7541 -1.4555
H 1.9126 -3.0458 0.2439
C -1.5718 2.0312 -2.6303
C -1.2014 0.9257 -1.6542
C -1.2693 1.4122 -0.2149
O 0.1180 0.4670 -1.9374
H -0.8791 2.8750 -2.5465
H -1.5074 1.6708 -3.6610
H -2.5874 2.3939 -2.4492
H -1.8777 0.0757 -1.7873
H -0.5659 2.2346 -0.0468
H -0.9889 0.6104 0.4753
H -2.2757 1.7565 0.0387
H 0.7250 1.2133 -1.8227
C -2.3190 0.0035 9.0178
C -2.7657 -0.6392 7.7144
C -4.2612 -0.9125 7.7152
O -2.0594 -1.8664 7.5242
H -2.5217 -0.6559 9.8682
H -1.2399 0.1834 9.0078
H -2.8307 0.9549 9.1844
H -2.5122 0.0167 6.8752
H -4.5317 -1.6039 8.5200
H -4.5662 -1.3852 6.7769
H -4.8312 0.0115 7.8427
H -2.2778 -2.4536 8.2627
C 3.4262 4.2902 -3.1324
C 3.4239 2.7857 -3.3543
C 4.5053 2.3696 -4.3388
O 2.1500 2.3824 -3.8519
H 3.2277 4.8234 -4.0679
H 2.6362 4.5766 -2.4317
H 4.3866 4.6292 -2.7346
H 3.5785 2.2730 -2.3997
H 4.3442 2.8359 -5.3163
H 4.4843 1.2875 -4.4977
H 5.4981 2.6510 -3.9771
H 2.0031 2.8319 -4.6989
C -1.5829 3.7554 -6.6708
C -0.3777 3.1869 -7.4032
C -0.7916 2.1277 -8.4121
O 0.5241 2.6139 -6.4578
H -2.1069 2.9717 -6.1132
H -1.2693 4.5071 -5.9403
H -2.2868 4.2174 -7.3682
H 0.1556 3.9936 -7.9148
H -1.2879 1.2873 -7.9153
H 0.0856 1.7196 -8.9225
H -1.4718 2.5409 -9.1617
H 0.0610 1.8979 -5.9989
```

* charge: +1
* frontier orbital gap: 0.2785 Ha
* HOMO energy: -11.52 eV
* molecular weight: 437.58 g/mol
* LUMO: -3.939 eV



(4)
This record from the OMol25 dataset describes a structure of composition C18H48AsF6O18S6. The level of theory is the ωB97M-V functional and the def2-TZVPD basis.

```
97
C18H48AsF6O18S6 | the OMol25 dataset | the ωB97M-V functional and the def2-TZVPD basis
As 5.5114 6.5620 5.7059
F 4.6603 4.9270 5.9046
F 5.8029 6.1708 4.0061
F 6.2483 8.2734 5.5659
F 5.1647 6.6951 7.4471
F 7.1859 5.8732 5.8922
F 3.9240 7.2906 5.3434
O 1.1801 9.3303 8.9425
S 0.7715 8.0149 8.4517
O 0.0914 7.0625 9.3409
O 0.2239 8.0132 6.8594
C -0.4301 9.1590 6.3568
C 0.3899 9.9474 5.4040
C 2.3555 7.1547 8.2016
H -0.7341 9.7684 7.2078
H -1.2076 8.8246 5.6700
H 1.0914 9.3752 4.7969
H 1.0157 10.7268 5.8388
H -0.1761 10.5112 4.6625
H 2.8966 6.9442 9.1241
H 3.0028 7.7594 7.5664
H 2.2187 6.2409 7.6233
O 3.4052 12.3675 5.3631
S 4.4036 12.1648 6.4052
O 5.8035 12.5906 6.3353
O 3.8110 12.9397 7.7417
C 4.5596 13.2333 8.8446
C 4.0841 12.2879 9.8899
C 4.2695 10.4150 7.1469
H 4.4142 14.2851 9.0907
H 5.6362 13.1096 8.7275
H 3.0060 12.1343 9.9378
H 4.3688 12.6380 10.8820
H 4.4131 11.2539 9.7869
H 5.2338 10.2892 7.6392
H 4.1585 9.7387 6.2994
H 3.4106 10.4731 7.8155
O 7.7207 9.7839 1.2626
S 7.1665 10.8445 2.1052
O 7.4222 12.2131 1.7011
O 5.5230 10.6621 2.3686
C 4.8444 9.4407 2.1274
C 3.4073 9.4503 2.8108
C 7.7853 10.4882 3.8383
H 5.4390 8.6272 2.5431
H 4.8095 9.2662 1.0520
H 3.5596 9.7700 3.8417
H 3.0368 8.4254 2.8310
H 2.5983 10.0822 2.4443
H 8.0689 9.4358 3.8438
H 6.9957 10.7037 4.5581
H 8.5400 11.1243 4.3008
O 10.0756 8.4976 8.0454
S 10.3924 7.2549 8.7283
O 11.6717 6.6209 8.4519
O 10.1616 7.4528 10.3824
C 10.7971 6.5063 11.2591
C 12.2341 6.9893 11.5851
C 9.0399 6.1051 8.4443
H 10.6987 5.4963 10.8611
H 10.2174 6.4574 12.1808
H 12.3133 8.0501 11.3470
H 13.0510 6.5153 11.0409
H 12.5054 7.1160 12.6332
H 8.9665 5.3369 9.2141
H 9.2376 5.6604 7.4690
H 8.2138 6.7793 8.2182
O -2.1665 7.4672 3.5326
S -1.4363 6.4576 2.7707
O -1.0893 6.7436 1.3368
O 0.0409 6.1707 3.6211
C 0.9903 5.4274 2.9837
C 1.7322 4.4501 3.8594
C -2.1768 4.7853 2.9353
H 1.7521 6.1001 2.5897
H 0.6974 4.8611 2.0996
H 2.6263 4.8193 4.3617
H 2.0572 3.5804 3.2884
H 0.9807 4.1458 4.5879
H -3.2361 4.7638 2.6794
H -1.9610 4.3901 3.9279
H -1.6601 4.1789 2.1914
O 11.1139 5.5254 0.4686
S 9.8609 5.9051 -0.1976
O 9.3964 5.4274 -1.4654
O 8.5823 5.7752 0.8669
C 8.7116 6.1942 2.1977
C 8.9403 4.9372 2.9806
C 9.8310 7.8292 -0.3288
H 7.8672 6.8145 2.4981
H 9.5752 6.8576 2.2438
H 9.4245 5.2214 3.9149
H 9.6193 4.2926 2.4224
H 8.0196 4.3624 3.0809
H 8.8164 8.1607 -0.5493
H 10.5915 8.1084 -1.0580
H 10.1154 8.3488 0.5862
```

* charge: -1
* frontier orbital gap: 0.3890 Ha
* HOMO energy: -8.77 eV
* relative energy (zero: lowest compared OMol25 entry of this formula, charge and spin): 106.75 kcal per mole
* molecular weight: 933.88 g/mol
* LUMO: 1.818 eV



(5)
This record from the OMol25 dataset describes a cluster of 10 separate species, C18H48N19O16PS in total. The level of theory is the ωB97M-V functional and the def2-TZVPD basis.

```
103
C18H48N19O16PS | the OMol25 dataset | the ωB97M-V functional and the def2-TZVPD basis
O 2.2668 0.8901 -0.9129
C 1.7031 -0.1112 -1.3056
O 1.0830 -0.8922 -0.3520
C -0.1196 -1.5205 -0.8176
O -1.2931 -0.6950 -0.6153
C -1.8426 -0.5389 -1.9195
C -2.6005 -1.6085 -2.5904
C -3.1046 -1.4027 -3.9474
C -2.8191 -0.0988 -4.5864
C -2.1052 0.9798 -3.9127
C -1.6058 0.7594 -2.5529
N 1.6822 -0.3669 -2.7128
C 2.5147 0.6124 -3.4584
S 1.6924 2.2264 -3.7479
O 2.7070 3.2526 -3.4284
O 1.3641 2.3722 -5.1761
P 2.3404 -1.9632 -3.1741
O 1.5439 -2.6032 -4.5218
O 2.3440 -3.0464 -1.8893
H -0.2798 -2.4173 -0.1497
H -0.0803 -1.9198 -1.8589
H -2.7522 -2.5750 -2.0394
H -3.6531 -2.1997 -4.4892
H -3.1668 0.0606 -5.6264
H -1.8790 1.9732 -4.3774
H -1.0574 1.5374 -1.9818
H 2.6665 0.1532 -4.4809
H 3.5548 0.7164 -3.0377
H 0.6331 2.4579 -2.8962
H 1.2960 -1.8551 -5.1047
H 1.6292 -3.6969 -2.0933
N -3.9451 -5.5829 -0.9591
C -2.6972 -5.5410 -0.4197
N -2.4439 -6.4978 0.5142
O -1.8664 -4.7074 -0.7481
H -4.6410 -6.2577 -0.7033
H -4.1697 -4.8899 -1.6532
H -1.5314 -6.4973 0.9353
H -3.1108 -7.1904 0.7986
N -1.7367 4.2584 1.3301
C -2.3193 3.4975 0.3738
N -3.6811 3.5469 0.3462
O -1.6718 2.8143 -0.4086
H -2.2471 4.8249 1.9810
H -0.7292 4.2448 1.3800
H -4.1456 2.9926 -0.3514
H -4.2319 4.0979 0.9770
N -3.6118 -2.3423 -9.0993
C -2.9548 -1.8615 -8.0084
N -1.5999 -1.8142 -8.1301
O -3.5349 -1.4998 -6.9980
H -3.1541 -2.6444 -9.9388
H -4.6141 -2.3915 -9.0453
H -1.0821 -1.4640 -7.3432
H -1.1021 -2.1058 -8.9502
N -2.3613 -0.0938 2.4129
C -1.7199 0.3831 3.5147
N -0.3643 0.4250 3.4007
O -2.3130 0.7449 4.5200
H -1.8872 -0.3936 1.5794
H -3.3638 -0.1407 2.4484
H 0.1618 0.7736 4.1891
H 0.1312 0.1311 2.5785
N 3.0067 5.6055 3.0242
C 2.0314 5.7151 2.0797
N 2.4443 6.2141 0.8846
O 0.8743 5.3890 2.2920
H 3.9626 5.8673 2.8722
H 2.7369 5.2397 3.9215
H 1.7509 6.3084 0.1628
H 3.3892 6.4873 0.6899
N -6.0050 0.3263 -2.7364
C -6.6579 -0.8394 -2.4816
N -7.8996 -0.6956 -1.9352
O -6.1691 -1.9297 -2.7238
H -6.3874 1.2332 -2.5457
H -5.0830 0.2584 -3.1407
H -8.4113 -1.5361 -1.7334
H -8.3191 0.1912 -1.7284
N 3.6013 1.4350 6.4596
C 2.6203 1.5283 5.5297
N 3.0242 2.0215 4.3249
O 1.4641 1.1955 5.7523
H 4.5589 1.7021 6.2953
H 3.3432 1.0758 7.3624
H 2.3261 2.1076 3.6047
H 3.9661 2.2984 4.1246
N 7.4111 1.5177 4.0957
C 7.5708 1.2209 5.4146
N 8.7054 0.5366 5.7120
O 6.7569 1.5443 6.2687
H 8.0674 1.2605 3.3822
H 6.5840 2.0237 3.8360
H 8.8579 0.2991 6.6768
H 9.3862 0.2608 5.0293
N 3.6524 -2.1901 5.7001
C 3.0060 -3.3618 5.9494
N 1.7706 -3.2228 6.5040
O 3.4956 -4.4510 5.6953
H 3.2648 -1.2858 5.9028
H 4.5672 -2.2491 5.2899
H 1.2607 -4.0650 6.7030
H 1.3510 -2.3363 6.7190
```

* frontier orbital gap: 0.3123 Ha
* SMILES string: O=C(OCOc1ccccc1)N(C[SH](=O)=O)P(O)O.NC(N)=O.NC(N)=O.NC(N)=O.NC(N)=O.NC(N)=O.NC(N)=O.NC(N)=O.NC(N)=O.NC(N)=O
* HOMO energy: -8.42 eV
* relative energy (zero: lowest compared OMol25 entry of this formula, charge and spin): 47.20 kcal per mole
* molecular weight: 849.74 g/mol
* LUMO: 0.083 eV



(6)
This record from the OMol25 dataset describes a cluster of 5 separate species, C18H48N5O8 in total. The level of theory is the ωB97M-V functional and the def2-TZVPD basis.

```
79
C18H48N5O8 | the OMol25 dataset | the ωB97M-V functional and the def2-TZVPD basis
N 19.8087 18.8396 -10.3530
O 18.9921 19.7554 -10.1046
O 20.8141 18.7875 -9.6378
O 19.7266 18.0864 -11.3117
C 26.9170 17.7541 -11.4678
O 25.4423 17.7915 -11.5170
C 24.9163 17.1403 -12.6334
C 23.3898 17.3266 -12.8823
N 22.5120 16.8317 -11.7655
C 22.4674 15.3622 -11.8205
C 21.4762 14.7612 -10.7062
O 21.7701 15.2872 -9.4020
C 21.0764 14.6469 -8.2874
H 27.0406 18.2265 -10.4933
H 27.4528 18.2933 -12.2490
H 27.4331 16.7999 -11.3620
H 25.2321 16.1043 -12.5106
H 25.4676 17.5083 -13.4986
H 23.2490 16.8229 -13.8386
H 23.2241 18.3830 -13.0939
H 21.5686 17.1868 -11.7023
H 23.4356 14.8623 -11.7900
H 22.0084 15.1872 -12.7935
H 21.3937 13.6743 -10.7042
H 20.4648 15.1156 -10.9049
H 21.4952 13.6427 -8.3515
H 20.0183 14.4933 -8.4993
H 21.2742 15.0815 -7.3075
C 20.4766 17.1338 -3.8559
C 19.8095 18.1590 -4.6714
C 18.2810 17.8823 -5.0626
O 18.2407 16.7091 -5.9219
C 18.7000 16.9343 -7.2432
N 19.8848 19.4548 -3.9710
H 21.5327 17.3175 -3.6583
H 20.3914 16.2024 -4.4156
H 19.9919 16.9925 -2.8898
H 20.4444 18.2363 -5.5540
H 17.8370 18.7912 -5.4687
H 17.7193 17.6908 -4.1484
H 18.3535 16.0169 -7.7189
H 19.7664 17.0404 -7.4421
H 18.2714 17.7824 -7.7772
H 19.9885 20.2167 -4.6259
H 19.1528 19.7930 -3.3628
C 16.1182 23.5801 -4.6050
C 16.8243 22.3393 -5.1415
C 17.2913 22.5537 -6.6009
O 17.8861 21.3714 -7.2956
C 16.8711 20.4524 -7.8527
N 17.9854 22.2018 -4.3376
H 15.1908 23.5660 -5.1776
H 16.5972 24.5531 -4.7136
H 15.8926 23.5971 -3.5387
H 16.1933 21.4871 -4.8893
H 18.0271 23.3552 -6.6671
H 16.4994 22.9230 -7.2526
H 16.3448 20.9491 -8.6678
H 16.0951 20.0930 -7.1768
H 17.3554 19.6259 -8.3726
H 18.8875 22.0711 -4.7726
H 18.2801 23.1161 -4.0256
C 24.4124 21.6398 -12.2943
C 23.1608 21.7100 -11.3701
C 21.8502 21.8978 -12.1853
O 20.8203 22.4522 -11.3198
C 19.5810 22.4658 -12.0249
N 23.2724 20.5172 -10.4946
H 25.2670 21.0467 -11.9685
H 24.8024 22.5866 -12.6679
H 24.1590 21.1143 -13.2150
H 23.3079 22.4794 -10.6121
H 21.4220 20.9396 -12.4797
H 22.0604 22.5895 -13.0011
H 19.1740 21.4695 -12.1974
H 19.6221 23.0630 -12.9358
H 18.7733 22.9624 -11.4871
H 23.3581 20.9009 -9.5643
H 24.2451 20.2666 -10.6003
```

* charge: -2
* multiplicity: 2
* frontier orbital gap (spin up / spin down): 0.0343 / 0.2402 Ha
* HOMO energy (spin up / spin down): 3.02 / -2.70 eV
* molecular weight: 462.61 g/mol
* LUMO (spin up / spin down): 3.952 / 3.840 eV



| no. | calculated total energy (hartree) |
| --- | --- |
| 1 | -1219.645379 |
| 2 | -1220.100159 |
| 3 | -2170.676836 |
| 4 | -7293.057985 |
| 5 | -3698.716368 |
| 6 | -1589.903150 |